(1)
21
Properties=species:S:1:pos:R:3:nbo_charge:R:1 method="wB97M-V/def2-TZVPD" s2=1.76 multiplicity=2 de_lowest_ev=0.000 orbital_gap_ev="8.0336 / 9.5228"
C 0.384 -0.120 1.914 -0.622
C 0.230 -0.914 0.627 0.217
C -0.536 -2.210 0.877 -0.631
C -0.564 -0.145 -0.429 0.121
C 0.016 1.288 -0.929 -0.140
O -0.655 1.709 -1.970 -0.335
O 0.740 4.328 -2.576 0.006
O 0.411 4.421 -1.385 -0.002
O -0.602 -0.981 -1.547 -0.737
O 1.564 -1.160 0.140 -0.725
H -0.600 0.165 2.300 0.211
H 0.890 -0.722 2.679 0.226
H 0.968 0.788 1.725 0.219
H -1.529 -1.961 1.282 0.209
H -0.661 -2.758 -0.068 0.233
H -0.019 -2.851 1.605 0.222
H -1.590 0.015 -0.056 0.176
H -0.152 1.925 -0.012 0.148
H 1.129 1.121 -1.080 0.229
H -0.885 -0.452 -2.325 0.496
H 1.462 -1.486 -0.771 0.479

***

(2)
22
Properties=species:S:1:pos:R:3:nbo_charge:R:1 method="wB97M-V/def2-TZVPD" s2=3.76 multiplicity=4 de_lowest_ev=0.273 orbital_gap_ev="8.1099 / 9.7931"
O -2.251 -2.231 -3.416 -0.008
O -3.330 -1.893 -3.467 0.011
C -1.381 1.212 0.025 -0.689
C -0.554 0.179 0.672 0.069
C -0.739 -0.112 2.128 -0.116
O -1.190 1.017 2.851 -0.729
C 0.543 -0.490 -0.112 0.024
C 1.857 0.288 -0.021 -0.103
O 2.930 -0.439 -0.541 -0.288
O 3.629 0.368 -1.568 -0.457
O 0.202 -0.645 -1.486 -0.725
H -1.115 1.336 -1.026 0.233
H -2.436 0.948 0.081 0.219
H -1.252 2.170 0.524 0.235
H -1.471 -0.918 2.252 0.167
H 0.202 -0.455 2.572 0.169
H -1.282 0.812 3.810 0.476
H 0.723 -1.502 0.282 0.174
H 1.766 1.197 -0.623 0.213
H 2.110 0.578 1.006 0.184
H 3.638 -0.213 -2.343 0.467
H -0.598 -1.207 -1.600 0.475

***

(3)
24
Properties=species:S:1:pos:R:3:nbo_charge:R:1 method="wB97M-V/def2-TZVPD" smiles="CCOCCOOC(=O)OP(O)O" orbital_gap_ev=10.5834
C 2.041 -1.937 -0.670 -0.641
C 2.358 -0.348 -0.490 -0.077
O 1.597 0.076 0.667 -0.554
C 1.614 1.509 0.839 -0.087
C 0.259 2.156 0.195 -0.120
O -0.706 1.075 -0.063 -0.279
O -1.423 1.533 -1.145 -0.251
C -2.609 0.725 -1.199 0.958
O -3.116 0.494 -2.317 -0.536
O -3.109 0.275 0.045 -0.790
P -3.061 -1.472 0.133 1.547
O -3.908 -1.790 1.614 -0.955
O -1.454 -1.990 0.473 -0.992
H 2.063 -2.266 -1.764 0.220
H 2.791 -2.517 -0.014 0.212
H 0.990 -2.123 -0.264 0.232
H 3.468 -0.238 -0.248 0.175
H 2.071 0.166 -1.468 0.177
H 1.515 1.693 1.976 0.190
H 2.537 2.034 0.424 0.194
H -0.151 2.938 0.914 0.194
H 0.547 2.557 -0.835 0.200
H -3.370 -1.286 2.283 0.478
H -0.943 -1.265 0.915 0.504

***

(4)
17
Properties=species:S:1:pos:R:3:nbo_charge:R:1 method="wB97M-V/def2-TZVPD" smiles="C=C(C)P(C)C" de_lowest_ev=0.000 orbital_gap_ev=9.7218
C -0.981 0.448 0.052 -0.294
C -1.849 1.443 0.167 -0.377
C -1.368 -0.958 -0.298 -0.666
C 1.494 0.297 -1.271 -0.930
C 1.339 -0.464 1.435 -0.940
P 0.783 0.921 0.325 0.786
H -2.914 1.374 0.031 0.196
H -1.389 2.490 0.477 0.206
H -0.517 -1.635 -0.239 0.211
H -1.763 -0.998 -1.313 0.225
H -2.138 -1.320 0.381 0.224
H 1.213 -0.735 -1.469 0.212
H 1.139 0.932 -2.080 0.232
H 2.578 0.373 -1.220 0.230
H 2.229 -0.128 1.970 0.234
H 0.562 -0.669 2.168 0.234
H 1.583 -1.371 0.884 0.216

***

(5)
17
Properties=species:S:1:pos:R:3:nbo_charge:R:1 method="wB97M-V/def2-TZVPD" de_lowest_ev=3.256 orbital_gap_ev=9.6257
C 0.003 -0.544 -1.266 -0.448
C 0.410 -1.205 0.033 -0.249
C -0.691 -0.106 0.050 -0.321
C 1.885 -1.042 0.549 -0.614
C -0.152 1.935 0.173 -0.542
P -2.393 -0.414 0.443 0.357
H 0.567 0.209 -1.817 0.222
H -0.734 -1.061 -1.925 0.206
H 0.066 -2.253 0.096 0.223
H 2.379 -1.931 0.154 0.213
H 1.775 -1.142 1.698 0.221
H 2.476 -0.164 0.083 0.220
H -0.620 2.306 -0.711 0.193
H 0.914 2.050 0.173 0.190
H -0.496 2.345 1.068 0.188
H -2.845 0.728 -0.383 -0.026
H -2.543 0.288 1.580 -0.034

***

(6)
17
Properties=species:S:1:pos:R:3:nbo_charge:R:1 method="wB97M-V/def2-TZVPD" smiles=C[C@H]1C[C@@H]1CP de_lowest_ev=2.266 orbital_gap_ev=9.5672
C -0.964 1.241 -0.134 -0.428
C -0.834 -0.219 -0.582 -0.217
C 0.345 0.667 0.320 -0.240
C -1.694 -1.265 0.157 -0.618
C 1.638 0.952 -0.295 -0.685
P 2.848 -0.480 -0.182 0.288
H -0.860 2.217 -0.703 0.225
H -1.758 1.374 0.687 0.210
H -0.505 -0.507 -1.660 0.216
H 0.435 0.231 1.246 0.210
H -1.120 -2.094 0.465 0.212
H -2.435 -1.502 -0.572 0.213
H -2.288 -0.857 0.846 0.205
H 2.159 1.650 0.499 0.228
H 1.818 1.396 -1.340 0.242
H 1.945 -1.501 -0.566 -0.032
H 2.713 -0.443 1.331 -0.030

***

(7)
17
Properties=species:S:1:pos:R:3:nbo_charge:R:1 method="wB97M-V/def2-TZVPD" smiles=CC(C)(C)C de_lowest_ev=0.361 orbital_gap_ev=11.9473
C 0.219 -1.323 0.805 -0.603
C 0.009 0.008 0.073 -0.051
C 0.140 -0.265 -1.475 -0.615
C -1.420 0.552 0.319 -0.618
C 1.062 1.053 0.459 -0.603
H 0.255 -1.223 1.899 0.208
H 1.155 -1.785 0.470 0.204
H -0.605 -2.008 0.568 0.206
H -0.600 -0.991 -1.853 0.207
H 1.127 -0.668 -1.733 0.205
H -0.001 0.638 -2.093 0.207
H -1.788 0.524 -0.696 0.211
H -2.069 -0.081 0.943 0.211
H -1.480 1.588 0.683 0.211
H 0.821 2.012 -0.016 0.206
H 1.127 1.235 1.541 0.208
H 2.049 0.735 0.105 0.204

***

(8)
17
Properties=species:S:1:pos:R:3:nbo_charge:R:1 method="wB97M-V/def2-TZVPD" smiles=CCCCC de_lowest_ev=0.427 orbital_gap_ev=12.2216
C 0.242 1.622 1.568 -0.613
C -0.781 0.495 1.218 -0.392
C -0.641 0.101 -0.281 -0.403
C 0.513 -0.904 -0.497 -0.398
C 0.594 -1.354 -1.947 -0.602
H 0.141 1.962 2.600 0.211
H 0.044 2.481 0.899 0.199
H 1.297 1.309 1.310 0.202
H -1.837 0.894 1.374 0.198
H -0.678 -0.374 1.940 0.199
H -0.489 1.024 -0.849 0.197
H -1.642 -0.278 -0.633 0.202
H 1.500 -0.482 -0.190 0.196
H 0.373 -1.813 0.136 0.197
H 1.381 -2.082 -2.115 0.208
H 0.684 -0.515 -2.646 0.202
H -0.339 -1.889 -2.192 0.198

***

(9)
22
Properties=species:S:1:pos:R:3:lowdin_charge:R:1 method="wB97M-V/def2-TZVPD" s2=12.52 multiplicity=7 de_lowest_ev=3.722 orbital_gap_ev="7.9693 / 3.5443" charge=+2
N 3.029 -0.792 -0.228 0.314
C 1.614 -0.485 0.083 -0.148
C 1.163 0.855 -0.625 -0.189
C -0.432 1.110 -0.625 -0.286
B -1.209 0.626 0.735 -0.559
C -2.301 -0.565 0.520 -0.122
C -1.916 -1.569 -0.572 -0.780
O -2.145 -1.413 -1.711 0.074
Cl -1.075 -3.136 -0.151 0.640
H 3.150 -1.806 -0.055 0.175
H 3.662 -0.317 0.438 0.169
H 0.996 -1.373 -0.169 0.105
H 1.623 -0.272 1.199 0.175
H 1.454 0.760 -1.701 0.143
H 1.769 1.707 -0.119 0.073
H -0.829 0.705 -1.581 0.140
H -0.580 2.263 -0.702 -0.091
H -1.827 1.587 1.164 0.047
H -0.478 0.292 1.644 0.088
H -3.325 -0.144 0.399 0.133
H -2.339 -1.139 1.482 0.115
Tb -0.004 3.108 0.574 1.785

***

(10)
19
Properties=species:S:1:pos:R:3:nbo_charge:R:1 method="wB97M-V/def2-TZVPD" de_lowest_ev=2.302 orbital_gap_ev=9.4280
B 0.455 0.235 0.313 0.903
C 2.166 -1.617 -0.447 -0.339
C 1.709 -0.681 0.400 -0.598
C 0.825 2.572 0.457 -0.863
C -1.287 -1.644 -0.077 -0.421
C -1.934 0.626 -0.272 -0.398
N -0.830 -0.275 0.102 -0.712
H 3.148 -2.107 -0.524 0.197
H 1.616 -2.059 -1.328 0.178
H 2.427 -0.505 1.250 0.222
H 0.547 3.145 -0.448 0.192
H 1.944 2.648 0.482 0.204
H 0.259 3.051 1.293 0.201
H -1.652 -1.731 -1.134 0.203
H -0.647 -2.450 0.367 0.229
H -2.060 -1.801 0.691 0.197
H -2.698 0.712 0.497 0.191
H -1.532 1.618 -0.443 0.227
H -2.455 0.264 -1.181 0.186

***

(11)
26
Properties=species:S:1:pos:R:3:nbo_charge:R:1 method="wB97M-V/def2-TZVPD" smiles="COB(O)[PH](S)(N=C=S)N(C)C(C)=O" orbital_gap_ev=8.7789
C -1.154 1.956 2.891 -0.246
O -0.562 1.162 1.860 -0.674
B -0.935 -0.108 1.693 0.923
O -1.598 -0.834 2.662 -0.929
P -0.553 -0.959 -0.056 1.105
S -2.295 -2.366 0.039 -0.420
N -1.086 -0.189 -1.531 -0.791
C -1.674 -0.730 -2.440 0.255
S -2.480 -1.288 -3.646 0.099
N 1.092 -0.133 -0.221 -0.781
C 2.150 -1.096 -0.546 -0.431
C 1.129 1.034 -1.018 0.711
C 1.863 0.994 -2.340 -0.730
O 0.597 2.055 -0.650 -0.569
H -0.951 1.542 3.878 0.180
H -0.710 2.944 2.816 0.201
H -2.229 2.035 2.743 0.186
H -1.003 -1.276 3.275 0.512
H 0.175 -2.159 -0.027 -0.026
H -3.282 -1.539 0.405 0.134
H 2.241 -1.820 0.265 0.205
H 1.966 -1.655 -1.472 0.178
H 3.109 -0.589 -0.620 0.214
H 1.678 0.079 -2.901 0.220
H 1.572 1.876 -2.902 0.246
H 2.938 1.063 -2.159 0.230

***

(12)
28
Properties=species:S:1:pos:R:3:nbo_charge:R:1 method="wB97M-V/def2-TZVPD" orbital_gap_ev=11.2224
C 0.349 0.106 3.374 -0.261
O 1.345 -0.903 3.126 -0.755
B 0.827 -2.017 2.440 1.316
O 0.764 -3.258 3.119 -0.903
O 0.391 -1.987 1.063 -0.965
P 1.809 -1.765 0.182 2.444
O 1.742 -2.362 -1.190 -1.053
O 2.057 -0.118 0.173 -0.972
O 3.082 -2.410 1.062 -0.962
H 0.664 1.027 2.819 0.190
H 0.380 0.393 4.450 0.200
H -0.671 -0.170 3.032 0.181
H 1.637 -3.326 3.529 0.502
H 1.191 0.304 0.259 0.518
H 3.858 -1.876 0.835 0.516
C -2.417 1.197 -3.560 -0.628
C -1.269 1.164 -2.575 0.057
C -1.687 0.858 -1.163 -0.098
O -0.682 1.528 -0.396 -0.522
C -0.222 2.561 -1.157 0.967
O 0.480 3.428 -0.756 -0.560
O -0.670 2.458 -2.434 -0.485
H -2.037 1.261 -4.580 0.229
H -3.034 0.301 -3.480 0.223
H -3.043 2.078 -3.401 0.224
H -0.497 0.468 -2.919 0.196
H -1.684 -0.212 -0.952 0.214
H -2.664 1.271 -0.898 0.187

***

Number 1: strongest force on any atom 3.35 eV/Å. Number 2: strongest force on any atom 7.10 eV/Å. Number 3: strongest force on any atom 5.18 eV/Å. Number 4: strongest force on any atom 3.10 eV/Å. Number 5: strongest force on any atom 4.79 eV/Å. Number 6: strongest force on any atom 5.29 eV/Å. Number 7: strongest force on any atom 1.14 eV/Å. Number 8: strongest force on any atom 1.34 eV/Å. Number 9: strongest force on any atom 6.66 eV/Å. Number 10: strongest force on any atom 2.15 eV/Å. Number 11: strongest force on any atom 0.95 eV/Å. Number 12: strongest force on any atom 3.37 eV/Å.